(1)
Entry from OMol25: a 3-piece molecular cluster, C8H14N2O3 overall (the ωB97M-V functional and the def2-TZVPD basis).

The HOMO energy is -9.331 eV. The gap between HOMO and LUMO comes out at 9.7 eV. The calculated total energy comes out at -648.3462 Eh. Its total charge is 0. The energy relative to the best compared isomer or geometry (same formula, charge and spin) is 102.0 kcal per mole.

Structure (XYZ):
```
27
Properties=species:S:1:pos:R:3:forces:R:3
C 2.447087 0.116696 -1.428000 -1.956 1.464 0.744
H 3.272087 0.165574 -2.039912 1.769 -0.029 -1.624
C -2.502577 2.583409 0.535776 2.594 -0.721 -0.472
H 1.620839 0.695942 -1.886921 0.367 -0.289 0.164
O -2.909147 0.401308 -0.240685 0.088 0.750 -0.664
H 2.733865 1.810183 -0.123204 0.050 0.005 0.271
C 1.720038 0.088442 0.884587 1.173 -0.283 -1.223
C -2.351546 -1.738924 0.883176 2.636 1.368 2.192
H -1.594268 3.118970 0.862537 -0.484 0.345 -0.565
C 1.995110 -1.237811 -1.100484 1.315 -4.089 0.694
H 2.080858 -0.018354 1.877723 -0.171 -0.043 1.025
N -2.231632 -1.350342 -0.446434 0.595 -1.516 -4.308
H 0.741622 0.521361 0.773143 -0.128 1.044 0.503
H 1.359351 -1.841560 -1.671134 -1.460 -0.061 -1.832
O -0.780787 1.072052 -0.313934 1.145 0.088 -0.983
H -2.924704 2.248769 1.461175 -0.830 -0.258 0.227
C 2.776769 0.724400 -0.059489 0.254 -0.335 0.198
N -1.943267 -1.692463 -1.477098 -0.336 0.598 1.403
C 1.362168 -1.229131 0.242425 -0.858 -0.083 2.014
O 0.552080 -2.006892 0.766188 1.487 0.674 -1.378
H 2.816017 -2.067404 -1.076100 -0.554 1.653 0.469
H -1.760484 -2.598169 1.182135 -0.014 -0.256 -0.768
H -1.860080 -0.855319 1.312998 -0.328 -0.509 0.873
H -3.156869 3.142846 -0.088974 -0.559 0.554 -0.182
H 3.832813 0.415967 0.187462 -1.049 0.314 0.166
C -1.957251 1.306278 -0.193488 -2.568 -0.409 2.630
H -3.338098 -1.775821 1.176533 -2.177 0.022 0.426
```
Positions in Å, forces in eV/Å.


(2)
Entry from OMol25: an isolated molecule of C8H14N2O3S (the ωB97M-V functional and the def2-TZVPD basis).

The HOMO energy is -8.868 eV. The gap between HOMO and LUMO comes out at 9.4 eV. The calculated total energy comes out at -1046.5497 Eh. Its total charge is 0. The energy relative to the best compared isomer or geometry (same formula, charge and spin) is 83.4 kcal per mole.

Structure (XYZ):
```
28
Properties=species:S:1:pos:R:3:forces:R:3
O -0.039871 1.532692 0.184618 0.453 -2.441 1.773
C 2.567616 -1.113250 -1.206385 1.299 1.319 -2.763
O -0.479822 -0.084627 -2.077058 1.509 1.257 -0.309
C -1.019782 -0.154148 1.743631 -0.079 1.406 -1.443
H -2.554702 1.201287 2.749336 0.101 -0.829 -1.203
H 2.583610 0.816836 -0.603375 -3.261 -0.528 -0.020
N -0.246565 -0.577615 2.883766 -0.715 2.014 4.764
O 1.269867 1.152129 -3.014782 -2.683 -1.754 5.319
C 1.190223 -1.874809 0.486721 -0.557 -2.683 2.104
C 0.747145 0.611830 -1.952871 1.756 -0.643 -6.379
H 3.470558 -1.844044 0.746696 -0.408 0.524 0.032
H -0.937149 -1.046883 3.555715 1.369 0.686 -1.100
N 0.928643 -0.492173 0.251295 -0.269 2.514 0.560
H -1.541584 -1.118094 1.385091 0.750 1.719 0.027
H 0.999102 -2.218447 1.619470 0.746 1.235 -2.495
H 2.889839 -3.139546 -0.326817 -0.276 2.116 0.262
H -0.752652 -0.040847 -3.032742 0.563 0.312 1.200
C -2.033380 1.075639 1.744834 -0.704 -0.474 2.219
S -3.238980 0.819286 0.381102 1.369 1.628 -0.652
H 3.462348 -0.692303 -1.883883 -1.887 -1.517 1.683
H 0.094768 0.308773 3.532405 -1.014 -2.667 -2.364
C 1.630869 0.094233 -0.840483 4.596 -0.107 0.404
H 0.383022 -2.507268 -0.079931 1.810 0.834 0.463
H -2.482245 1.602722 -0.547922 -1.055 -1.170 1.166
C 0.035699 0.385410 0.732666 -1.677 0.660 -1.633
H -1.545321 2.070830 1.692194 -0.024 -0.968 -0.544
C 2.716711 -2.019497 -0.029074 -1.020 -2.241 1.463
H 1.967530 -1.847048 -1.665751 -0.693 -0.203 -2.533
```
Positions in Å, forces in eV/Å.


(3)
Entry from OMol25: an isolated molecule of C8H14N2O5S (the ωB97M-V functional and the def2-TZVPD basis).

The HOMO energy is -9.453 eV. The gap between HOMO and LUMO comes out at 9.6 eV. The calculated total energy comes out at -1197.0702 Eh. Its total charge is 0. The energy relative to the best compared isomer or geometry (same formula, charge and spin) is 89.9 kcal per mole.

Structure (XYZ):
```
30
Properties=species:S:1:pos:R:3:forces:R:3
C 0.634871 2.812501 -2.607978 -1.288 -0.943 2.246
C -0.502309 1.161324 -0.058430 -0.613 1.415 0.716
N -0.268485 -1.360415 0.227380 -2.853 3.997 0.430
C 0.388265 -0.166475 0.073388 3.638 0.652 -0.853
O 1.537569 3.115913 -3.544328 2.346 -1.008 4.297
H 1.063283 3.368384 -4.252126 -2.560 1.207 -4.575
H 1.805432 1.800034 -1.088026 1.000 -0.786 -0.355
H -1.221563 -2.699477 -1.260391 1.827 -2.921 0.575
H -1.608565 1.252459 1.832305 0.632 0.649 1.450
S -1.584807 -3.126944 2.925058 -0.331 2.719 -1.287
C 0.218147 -2.698559 2.350844 -1.254 1.106 -0.848
H -0.487856 3.402402 -0.063957 0.082 -0.669 0.201
O 0.570716 -4.760164 0.325478 0.009 -0.060 -0.733
C 1.291575 2.727072 -1.139082 -0.004 1.999 -1.228
H 1.469988 -2.300313 0.735997 1.514 0.534 -0.584
C 0.434643 -2.454130 0.763379 -1.903 -2.699 1.239
H 0.581813 -1.712859 2.673174 -0.592 -0.227 0.715
O 1.654470 -0.170105 0.030172 -3.300 0.856 0.133
C 0.261123 2.592822 0.046272 1.575 0.438 0.873
H 0.834499 -3.450466 2.890371 -0.448 0.203 -1.038
H 2.127717 3.605000 -1.102624 -2.272 -2.031 0.261
O -0.785996 -3.657031 -1.160562 0.464 2.605 1.628
H -2.378986 1.490711 0.445363 -2.745 1.600 -0.888
O -0.551919 2.583202 -2.861126 2.240 0.740 0.367
C 0.138569 -3.714744 -0.048311 -1.888 -0.277 -0.615
H -1.021344 1.402545 -1.059357 1.051 -1.522 1.106
H -2.511377 -1.896674 2.528541 2.479 -2.484 0.721
H 0.878341 2.870051 1.045364 -1.549 -1.192 -2.093
N -1.690353 1.010664 0.889541 2.998 -2.206 -1.970
H -1.277462 -1.026727 0.463672 1.746 -1.693 0.108
```
Positions in Å, forces in eV/Å.


(4)
Entry from OMol25: an isolated molecule of C8H14N2O6 (the ωB97M-V functional and the def2-TZVPD basis).

The HOMO energy is -9.812 eV. The gap between HOMO and LUMO comes out at 10.4 eV. The calculated total energy comes out at -874.2262 Eh. Its total charge is 0. The energy relative to the best compared isomer or geometry (same formula, charge and spin) is 27.1 kcal per mole.

Structure (XYZ):
```
30
Properties=species:S:1:pos:R:3:forces:R:3
H -3.244553 1.334235 0.410172 -0.258 0.295 0.511
H -1.577593 0.182742 -1.172204 -0.119 0.187 0.355
H -1.044928 0.462071 1.860709 -1.067 0.941 -0.414
C 1.220983 -0.293036 0.381342 2.497 -1.306 -0.481
C 2.567023 -1.164112 0.190546 -2.662 0.936 0.297
O 3.449546 0.997949 -0.026570 -0.043 1.315 0.836
H 3.745208 -0.119808 1.716061 -0.032 0.226 1.082
H 0.374703 -0.898751 -1.466796 0.281 0.235 1.282
H -5.443765 -1.097777 -0.750702 -0.263 -0.408 -0.314
H -1.538824 -0.967978 1.219997 0.107 0.128 -0.745
H 3.058864 -0.768162 -1.755971 -0.689 -0.754 0.578
O 1.169227 0.445114 1.353048 -0.689 0.083 0.015
N 2.584409 -1.551796 -1.244656 0.902 1.353 0.439
H 2.869415 1.489685 0.588543 0.216 0.049 -0.698
C -0.938851 0.453696 -0.319455 0.881 -0.853 -0.781
O 0.293982 2.277459 -1.423850 0.462 -0.189 0.109
C -1.648775 0.113228 1.003779 1.384 -1.802 0.013
H -3.614525 0.348536 1.822848 -0.568 0.011 0.475
N 0.285080 -0.373831 -0.581948 -1.233 1.002 0.370
C -3.119957 0.348511 0.875555 -0.012 1.693 -0.666
C -3.802716 -0.541189 -0.099239 -0.666 -2.310 0.447
C 3.676447 -0.202482 0.664576 -0.255 -1.587 -2.504
H 3.197040 -2.326097 -1.390257 0.353 -0.741 -0.016
H 2.378411 -1.989505 0.908552 0.502 -0.047 -0.783
H 0.955925 1.575482 -1.617893 -0.882 0.298 0.454
H 4.583245 -0.611551 0.237318 0.578 -0.087 0.302
O -1.338240 2.816160 -0.030625 0.117 -0.273 -0.011
C -0.660568 1.953274 -0.512659 0.149 -0.145 -0.288
O -3.270462 -1.376545 -0.797332 0.196 0.660 -0.201
O -5.165749 -0.515516 -0.042886 0.811 1.091 0.337
```
Positions in Å, forces in eV/Å.


(5)
Entry from OMol25: an isolated molecule of C8H14N2S (the ωB97M-V functional and the def2-TZVPD basis).

The HOMO energy is -8.001 eV. The gap between HOMO and LUMO comes out at 8.7 eV. The calculated total energy comes out at -820.8696 Eh. Its total charge is 0. The energy relative to the best compared isomer or geometry (same formula, charge and spin) is 43.1 kcal per mole.

Structure (XYZ):
```
25
Properties=species:S:1:pos:R:3:forces:R:3
C -2.982775 0.055678 0.031285 -1.169 -0.664 -0.172
C -0.761827 -3.445194 -0.165670 0.605 2.168 0.094
C 1.681218 0.647317 0.349912 -1.154 -1.371 1.817
H 1.480857 3.165610 -0.570800 -1.265 -1.283 0.608
H -3.031301 -1.825009 0.822056 1.358 1.429 -0.195
H 1.538144 -0.192398 1.052007 0.163 -0.534 -0.995
H -0.182253 3.567904 -0.048212 0.781 -2.329 -0.946
H -0.177837 0.080281 -1.423436 -0.766 0.521 1.304
N -2.408633 -1.016417 0.566424 1.513 -1.679 0.960
C -0.903618 -0.979547 0.464488 -0.741 1.485 -0.783
H 2.357876 1.165189 0.940643 1.430 1.755 0.699
H 2.115080 0.422387 -0.570686 0.694 -0.765 -1.511
H -2.202831 1.689911 -0.903910 -0.613 0.567 -0.278
H 0.217134 2.390870 -1.469078 -0.541 0.559 -1.034
H -0.402712 -0.724006 1.417542 -0.590 -0.556 -0.024
C -0.298197 -2.192274 -0.147179 1.222 -0.058 -1.283
H 0.657895 -1.974659 -0.763193 -1.369 -0.468 1.463
H 0.031863 1.456094 1.293476 -0.085 0.349 -0.003
H -0.088383 -4.121169 -0.590729 0.396 -1.397 -0.718
S -4.652147 0.221255 0.163389 0.600 0.680 -0.441
C 0.377728 1.348249 0.258698 -1.913 -0.275 1.106
N -2.034354 0.745979 -0.643190 -0.087 1.836 0.179
C -0.669655 0.401742 -0.420533 1.375 -3.462 -0.450
C 0.450279 2.647379 -0.458524 0.749 3.823 0.102
H -1.715420 -3.742071 0.188166 -0.592 -0.329 0.501
```
Positions in Å, forces in eV/Å.


(6)
Entry from OMol25: an isolated molecule of C8H14N2S (the ωB97M-V functional and the def2-TZVPD basis).

The HOMO energy (spin up / spin down) is -3.964 / -8.822 eV. The gap between HOMO and LUMO (spin up / spin down) comes out at 4.9 / 6.5 eV. The calculated total energy comes out at -820.7705 Eh. Its total charge is 0. The energy relative to the best compared isomer or geometry (same formula, charge and spin) is 0.0 kcal per mole. The spin multiplicity is 3.

Structure (XYZ):
```
25
Properties=species:S:1:pos:R:3:forces:R:3
H -0.894623 3.938903 -0.943468 -0.014 0.128 -0.151
H -1.319837 3.055643 0.601223 -0.097 -0.073 0.236
N 1.585458 -0.868057 -0.543285 -1.113 -1.810 -1.240
H 0.916411 2.347123 -1.368611 0.084 0.033 -0.171
H 2.586812 1.658753 1.039670 -0.197 0.093 -0.099
H -0.231646 -1.472830 1.367388 0.064 0.063 -0.040
C -0.687515 3.125875 -0.268516 -0.080 0.231 -0.042
C -2.040933 -0.588978 0.599670 0.174 -0.116 0.053
H 0.079258 -3.105164 -0.467368 0.088 -0.100 -0.038
C -0.685982 -1.260675 0.393763 -0.090 0.091 -0.245
S 4.156965 -0.518662 0.048797 2.517 -0.602 0.002
N 2.012895 0.940749 0.635049 -0.319 1.810 1.555
H -1.548908 -3.227789 0.181397 -0.085 -0.131 0.010
H 0.047167 1.163317 1.336694 -0.089 -0.007 -0.082
C 0.286891 2.263750 -0.493399 -0.003 -0.177 0.142
H -2.432494 -0.223737 -0.347831 -0.097 0.042 -0.124
H -0.186926 -0.106572 -1.369083 -0.131 0.044 0.037
H -1.277515 -2.394948 -1.350621 -0.091 -0.003 -0.160
C 0.605696 1.111776 0.398748 -0.480 -1.965 -1.273
H -1.969213 0.251663 1.283958 -0.053 0.123 0.050
C 0.256643 -0.348392 -0.396311 0.487 1.793 1.399
C -0.866052 -2.579175 -0.360495 0.106 0.200 0.245
H 1.800054 -1.717456 -1.032493 -0.214 0.086 -0.040
H -2.753416 -1.301122 1.011537 -0.096 -0.006 0.041
C 2.560817 -0.143997 0.043599 -0.271 0.253 -0.066
```
Positions in Å, forces in eV/Å.


Q: Look up the energy relative to the best compared isomer or geometry (same formula, charge and spin) of the first one.
A: 102.0 kcal per mole